<a>
Below is an isolated molecule of C3H6N2S2, with properties calculated with ωB97M-V/def2-TZVPD.

Geometry (Å):
1 C 2.05 0.21 0.66
2 C 0.66 0.60 0.61
3 N -0.17 -0.32 0.02
4 S 0.24 -1.83 -0.48
5 C -1.49 0.28 -0.39
6 N -2.25 -0.73 -0.89
7 S -1.84 1.86 -0.36
8 H 2.66 1.21 0.68
9 H 2.38 -0.59 -0.11
10 H 2.18 -0.25 1.72
11 H 0.28 1.58 1.05
12 H -1.65 -1.53 -1.18
13 H -3.07 -0.49 -1.32

Values from the calculation:
HOMO-LUMO gap (alpha / beta), eV: 7.5 / 7.5
Structure (SMILES): C/C=[N+](\[S-])C(N)=S
Spin multiplicity: 1


<b>
Below is an isolated molecule of C3H6N2S2, with properties calculated with ωB97M-V/def2-TZVPD.

Geometry (Å):
1 N -2.06 -0.58 0.38
2 N -0.87 -0.25 -0.38
3 C 0.35 -1.06 -0.08
4 C 1.15 0.20 -0.61
5 S 2.66 0.78 0.14
6 C -0.20 0.98 -0.26
7 S -0.85 2.41 -0.05
8 H -2.87 -0.28 -0.22
9 H -2.08 0.07 1.07
10 H 0.46 -1.90 -0.76
11 H 0.48 -1.54 0.91
12 H 1.39 0.42 -1.70
13 H 2.44 0.78 1.58

Values from the calculation:
HOMO-LUMO gap, eV: 9.0
Structure (SMILES): NN1C[C@H](S)C1=S
Spin multiplicity: 1


Of them, the most stable is <a> and the least stable is <b>.


<a>
Below is an isolated molecule of C3H6N2S2, with properties calculated with ωB97M-V/def2-TZVPD.

Geometry (Å):
1 C 0.28 1.40 0.12
2 C 0.48 -0.11 -0.03
3 N 1.61 -0.77 -0.09
4 S 3.04 0.18 -0.05
5 N -0.72 -1.01 0.02
6 C -2.06 -0.91 0.01
7 S -3.03 0.44 -0.05
8 H -0.31 1.58 1.05
9 H -0.42 1.68 -0.74
10 H 1.27 1.81 0.12
11 H 3.77 -0.95 0.41
12 H -0.35 -1.99 0.32
13 H -2.52 -1.94 0.21

Values from the calculation:
HOMO-LUMO gap, eV: 8.8
Structure (SMILES): C/C(=N\S)NC=S
Spin multiplicity: 1


<b>
Below is an isolated molecule of C3H6N2S2, with properties calculated with ωB97M-V/def2-TZVPD.

Geometry (Å):
1 C 0.20 -0.95 -1.45
2 C 0.20 0.25 -0.54
3 N 0.18 1.44 -1.14
4 S 0.24 2.95 -0.20
5 N 0.23 0.18 0.87
6 C -0.56 -0.73 1.53
7 S -1.54 -1.89 0.92
8 H 0.63 -0.49 -2.40
9 H -0.68 -1.52 -1.71
10 H 0.77 -1.75 -1.03
11 H 0.01 2.32 1.27
12 H 0.83 0.80 1.28
13 H -0.51 -0.61 2.60

Values from the calculation:
HOMO-LUMO gap, eV: 8.7
Structure (SMILES): C/C(=N/S)NC=S
Spin multiplicity: 1


Of them, the most stable is <a> and the least stable is <b>.


<a>
Below is a cluster of 2 separate species, C7H12N2O2 in total, with properties calculated with ωB97M-V/def2-TZVPD.

Geometry (Å):
1 C 0.97 -0.42 -1.23
2 C 0.01 -0.57 -0.10
3 C -1.32 -1.11 -0.65
4 C 0.46 -1.21 1.21
5 C -0.01 0.22 1.20
6 N 1.00 1.31 1.13
7 C 0.57 2.54 0.84
8 O -0.56 2.94 0.86
9 H 2.06 -0.33 -1.05
10 H 0.78 0.35 -2.02
11 H 1.07 -1.33 -1.88
12 H -2.07 -1.02 0.06
13 H -0.92 -2.08 -1.02
14 H -1.63 -0.63 -1.53
15 H 1.60 -1.15 1.26
16 H -0.16 -1.96 1.58
17 H -0.99 0.61 1.73
18 H 1.97 1.10 1.27
19 H 1.44 3.20 0.70
20 N -3.55 2.60 1.31
21 C -3.70 1.46 1.25
22 O -4.03 0.37 1.12
23 H -3.03 3.39 1.58

Values from the calculation:
HOMO-LUMO gap, eV: 10.0
Structure (SMILES): CC1(C)C[C@H]1NC=O.N=C=O
Spin multiplicity: 1


<b>
Below is an isolated molecule of C7H12N2O2, with properties calculated with ωB97M-V/def2-TZVPD.

Geometry (Å):
1 O 3.40 1.29 0.36
2 N 3.39 0.07 0.20
3 O 4.46 -0.51 0.45
4 C 2.23 -0.74 -0.21
5 C 1.00 -0.27 -0.40
6 C -0.21 -1.23 -0.76
7 C -1.25 -1.43 0.33
8 C -1.70 -0.22 1.07
9 C -1.89 1.08 0.32
10 C -0.61 1.56 -0.53
11 N 0.69 1.01 -0.25
12 H 2.50 -1.69 -0.51
13 H -0.71 -0.85 -1.67
14 H 0.21 -2.17 -1.11
15 H -2.17 -1.78 -0.21
16 H -0.93 -2.14 1.08
17 H -1.01 -0.07 1.92
18 H -2.72 -0.45 1.48
19 H -2.68 1.14 -0.44
20 H -2.13 1.84 1.12
21 H -0.56 2.68 -0.48
22 H -0.84 1.29 -1.64
23 H 1.52 1.59 -0.10

Values from the calculation:
HOMO-LUMO gap, eV: 9.1
Structure (SMILES): O=[N+]([O-])/C=C1/CCCCCN1
Spin multiplicity: 1


Of them, the most stable is <a> and the least stable is <b>.


<a>
Below is a cluster of 2 separate species, CH6N2 in total, with properties calculated with ωB97M-V/def2-TZVPD.

Geometry (Å):
1 C -0.59 0.53 0.62
2 N -0.80 1.75 0.44
3 H 0.27 0.17 1.19
4 H -1.21 -0.32 0.29
5 H -1.64 1.94 -0.10
6 N 1.18 -1.65 -0.72
7 H 1.25 -0.91 -1.38
8 H 0.31 -2.15 -0.61
9 H 1.96 -2.27 -0.61

Values from the calculation:
HOMO-LUMO gap, eV: 10.8
Structure (SMILES): C=N.N
Spin multiplicity: 1


<b>
Below is a cluster of 2 separate species, CH6N2 in total, with properties calculated with ωB97M-V/def2-TZVPD.

Geometry (Å):
1 C 2.45 -0.55 0.53
2 N 2.10 -1.21 1.59
3 H 2.77 0.42 0.64
4 H 2.93 -1.04 -0.43
5 H 2.19 -2.22 1.37
6 N -3.30 1.33 -0.88
7 H -2.50 1.56 -1.55
8 H -3.78 0.50 -1.25
9 H -2.86 1.21 0.00

Values from the calculation:
HOMO-LUMO gap, eV: 10.9
Structure (SMILES): C=N.N
Spin multiplicity: 1


Of them, the most stable is <a> and the least stable is <b>.


<a>
Below is a cluster of 3 separate species, C3H13N2O3 in total, with properties calculated with ωB97M-V/def2-TZVPD.

Geometry (Å):
1 C 0.89 0.50 1.27
2 N -0.37 -0.37 1.21
3 C -1.10 -0.22 -0.15
4 O -2.28 0.37 -0.06
5 C 2.13 -0.09 0.55
6 N 2.14 -1.63 0.75
7 H 0.66 1.45 0.79
8 H 0.96 0.79 2.33
9 H -0.79 -0.01 2.05
10 H -0.34 0.19 -0.84
11 H -1.25 -1.33 -0.33
12 H 2.14 0.06 -0.52
13 H 3.06 0.05 1.08
14 H 1.91 -1.74 1.73
15 H 1.39 -2.02 0.21
16 H 0.77 -1.00 -1.78
17 H -0.13 -2.01 -2.49
18 O 0.59 -1.39 -2.63
19 H -2.27 1.69 -0.21
20 H -1.21 2.47 -0.97
21 O -1.92 2.77 -0.42

Values from the calculation:
HOMO-LUMO gap, eV: 7.8
Total charge: -1
Spin multiplicity: 1


<b>
Below is a cluster of 3 separate species, C3H13N2O3 in total, with properties calculated with ωB97M-V/def2-TZVPD.

Geometry (Å):
1 C -0.32 -1.32 -0.18
2 N -0.14 -0.06 0.52
3 C 1.12 0.65 0.05
4 O 2.22 0.07 0.50
5 C -1.67 -1.43 -0.88
6 N -2.83 -1.33 0.06
7 H 0.47 -1.42 -0.95
8 H -0.20 -2.18 0.48
9 H 0.15 -0.20 1.49
10 H 0.97 0.66 -1.06
11 H 1.02 1.72 0.37
12 H -1.81 -0.62 -1.61
13 H -1.73 -2.40 -1.37
14 H -2.51 -1.34 1.02
15 H -3.29 -0.44 -0.06
16 H -1.81 1.52 -0.48
17 H -0.52 2.18 -0.58
18 O -1.44 2.34 -0.84
19 H 3.69 1.00 0.54
20 H 4.14 1.24 1.93
21 O 4.48 1.37 1.04

Values from the calculation:
HOMO-LUMO gap, eV: 7.7
Total charge: -1
Spin multiplicity: 1


Of them, the most stable is <b> and the least stable is <a>.


<a>
Below is an isolated molecule of C4H4O4, with properties calculated with ωB97M-V/def2-TZVPD.

Geometry (Å):
1 O 1.56 1.78 1.14
2 C 0.75 1.02 0.61
3 C 0.13 -0.09 1.37
4 O -0.06 -1.29 0.61
5 C -0.31 -1.20 -0.67
6 O -0.49 -2.13 -1.38
7 C -0.38 0.09 -1.27
8 O 0.28 1.17 -0.60
9 H 0.70 -0.43 2.20
10 H -0.84 0.32 1.66
11 H -1.44 0.60 -1.39
12 H 0.11 0.15 -2.28

Values from the calculation:
HOMO-LUMO gap, eV: 11.2
Structure (SMILES): O=C1COC(=O)CO1
Spin multiplicity: 1


<b>
Below is a cluster of 2 separate species, C4H4O4 in total, with properties calculated with ωB97M-V/def2-TZVPD.

Geometry (Å):
1 O -2.26 0.51 -1.36
2 C -1.48 0.48 -0.49
3 C -0.36 0.37 0.23
4 C 0.13 -1.10 0.48
5 O -0.65 -1.61 1.57
6 H 0.20 1.08 0.69
7 H 1.22 -1.08 0.43
8 H -0.23 -1.69 -0.43
9 H -0.01 -2.02 2.22
10 O 1.82 0.77 -1.30
11 C 1.07 1.62 -1.07
12 O 0.55 2.68 -0.99

Values from the calculation:
HOMO-LUMO gap, eV: 9.9
Structure (SMILES): O=C=CCO.O=C=O
Spin multiplicity: 1


<c>
Below is a structure of composition C4H4O4, with properties calculated with ωB97M-V/def2-TZVPD.

Geometry (Å):
1 C -1.45 0.11 0.30
2 C 0.07 0.17 -0.07
3 C 0.87 1.20 -0.13
4 C 2.26 -0.56 -0.08
5 H -2.53 -1.95 0.06
6 H -2.03 0.96 -0.34
7 H -1.88 0.05 1.26
8 H 0.48 2.17 -0.68
9 O -2.11 -0.87 -0.46
10 O 2.31 0.86 -0.03
11 O 3.08 -1.33 -0.20
12 O 0.92 -0.80 0.37

Values from the calculation:
HOMO-LUMO gap, eV: 9.8
Spin multiplicity: 1


<d>
Below is an isolated molecule of C4H4O4, with properties calculated with ωB97M-V/def2-TZVPD.

Geometry (Å):
1 C 2.04 0.06 0.24
2 O 0.88 -0.50 -0.38
3 C -0.14 0.35 -0.56
4 O -0.11 1.57 -0.49
5 C -1.35 -0.38 -1.02
6 O -2.13 -0.43 -1.90
7 C -1.88 -0.37 0.68
8 O -1.42 -0.99 1.57
9 H 1.79 0.46 1.23
10 H 2.45 0.86 -0.39
11 H 2.75 -0.76 0.32
12 H -2.87 0.13 0.70

Values from the calculation:
HOMO-LUMO gap, eV: 8.5
Structure (SMILES): COC(=O)C(=O)C=O
Spin multiplicity: 1


Of them, the most stable is <a> and the least stable is <c>.